# 1
Molecular formula: C25H42Cl4N3O9P2STi
Method: DFT, wB97M-V/def2-TZVPD

HOMO ... -0.37767 hartree
Orbital gap ... 7.6 eV
Energy relative to the best compared isomer or geometry (same formula, charge and spin) ... 211.4 kJ/mol
Multiplicity ... 1
Total charge ... +1

CARTESIAN COORDINATES (ANGSTROEM)
Ti (-0.113, -0.746, 0.579)
C (-2.984, -3.545, -3.583)
C (-1.866, -2.567, -3.273)
C (-0.481, -3.156, -3.486)
O (-1.959, -2.035, -1.927)
P (-2.308, -2.579, -0.518)
O (-1.855, -1.557, 0.480)
C (-1.553, -4.206, -0.110)
P (0.105, -3.699, 0.465)
O (0.518, -2.545, -0.361)
O (0.058, -3.213, 1.965)
C (-0.196, -3.953, 3.194)
C (-1.691, -3.996, 3.472)
C (0.445, -5.331, 3.207)
O (1.041, -4.950, 0.330)
C (2.249, -4.859, -0.476)
C (2.645, -6.294, -0.765)
C (3.307, -4.069, 0.270)
O (-3.857, -2.819, -0.426)
C (-4.676, -2.240, 0.630)
C (-5.244, -0.933, 0.104)
C (-5.716, -3.296, 0.973)
H (-2.956, -3.793, -4.642)
H (-3.950, -3.102, -3.362)
H (-2.879, -4.462, -3.007)
H (-1.977, -1.664, -3.884)
H (-0.402, -4.153, -3.054)
H (0.258, -2.505, -3.024)
H (-0.272, -3.216, -4.551)
H (-1.447, -4.844, -0.983)
H (-2.159, -4.725, 0.626)
H (0.287, -3.317, 3.945)
H (-2.192, -4.733, 2.848)
H (-2.120, -3.010, 3.299)
H (-1.845, -4.261, 4.514)
H (0.006, -5.981, 2.454)
H (0.285, -5.777, 4.187)
H (1.515, -5.268, 3.025)
H (1.992, -4.327, -1.397)
H (2.869, -6.814, 0.162)
H (3.514, -6.318, -1.416)
H (1.821, -6.808, -1.250)
H (3.590, -4.584, 1.185)
H (2.923, -3.078, 0.519)
H (4.190, -3.948, -0.351)
H (-4.033, -2.034, 1.494)
H (-5.886, -1.126, -0.753)
H (-4.422, -0.290, -0.211)
H (-5.813, -0.420, 0.874)
H (-6.280, -3.562, 0.084)
H (-6.397, -2.930, 1.736)
H (-5.223, -4.192, 1.342)
Cl (3.642, 4.490, 0.421)
C (3.049, 2.908, 0.703)
C (3.947, 1.850, 0.857)
Cl (5.637, 2.130, 0.747)
C (3.475, 0.557, 1.099)
Cl (4.545, -0.758, 1.366)
C (2.107, 0.320, 1.115)
O (1.524, -0.866, 1.317)
C (1.191, 1.391, 0.957)
O (-0.079, 1.016, 1.020)
C (1.670, 2.689, 0.788)
Cl (0.552, 3.980, 0.663)
C (-2.402, 1.794, 5.783)
C (-1.494, 2.126, 4.603)
N (-0.265, 1.360, 4.655)
C (-0.036, 0.245, 3.967)
S (-1.243, -0.504, 3.024)
N (1.143, -0.386, 4.055)
C (2.288, -0.070, 4.887)
C (2.252, -0.882, 6.182)
H (-3.330, 2.352, 5.696)
H (-1.925, 2.057, 6.725)
H (-2.625, 0.730, 5.786)
H (-1.231, 3.187, 4.607)
H (-1.992, 1.880, 3.666)
H (0.424, 1.669, 5.327)
H (1.259, -1.174, 3.424)
H (2.324, 0.998, 5.113)
H (3.188, -0.319, 4.321)
H (1.403, -0.597, 6.796)
H (3.159, -0.717, 6.754)
H (2.176, -1.944, 5.964)
O (-0.842, 0.804, -3.136)
C (-0.381, 0.363, -2.159)
N (0.140, -0.132, -1.216)

# 2
Molecular formula: C25H42F21N3O15S
Method: DFT, wB97M-V/def2-TZVPD

HOMO ... -0.48483 hartree
Orbital gap ... 6.1 eV
Energy relative to the best compared isomer or geometry (same formula, charge and spin) ... 718.2 kJ/mol
Multiplicity ... 1
Total charge ... +2

CARTESIAN COORDINATES (ANGSTROEM)
N (6.323, 1.738, 1.092)
H (6.435, 2.742, 1.098)
H (5.341, 1.504, 1.130)
H (6.837, 1.147, 1.730)
H (6.716, 1.374, 0.235)
N (5.627, -3.516, 3.689)
H (5.917, -4.380, 3.253)
H (6.422, -2.899, 3.607)
H (5.240, -3.563, 4.621)
H (4.857, -3.215, 3.107)
N (5.783, -1.306, -3.755)
H (4.849, -1.313, -3.371)
H (5.677, -0.831, -4.640)
H (6.078, -2.269, -3.828)
H (6.424, -0.852, -3.120)
C (-0.040, -1.195, -0.179)
F (-0.502, -2.452, -0.541)
F (-0.341, -0.365, -1.142)
F (-0.611, -0.794, 0.942)
S (1.949, -1.218, -0.026)
O (2.332, -2.254, 0.980)
O (2.341, -1.447, -1.413)
O (2.375, 0.115, 0.415)
C (-6.969, 2.755, -1.102)
C (-5.534, 2.357, -0.841)
O (-5.257, 0.944, -0.701)
C (-5.558, 0.092, 0.426)
O (-5.941, 0.489, 1.517)
C (-5.424, -1.404, 0.102)
F (-4.858, -1.596, -1.094)
F (-4.680, -2.106, 0.950)
F (-6.626, -2.009, 0.095)
H (-7.631, 2.226, -0.418)
H (-7.351, 2.459, -2.079)
H (-7.176, 3.817, -0.963)
H (-5.249, 2.760, 0.131)
H (-4.925, 2.830, -1.611)
C (0.584, 8.950, -5.585)
C (0.299, 8.504, -4.198)
O (0.079, 7.094, -4.188)
C (0.113, 6.373, -3.025)
O (0.191, 6.858, -1.910)
C (0.048, 4.904, -3.197)
F (0.024, 4.264, -2.048)
F (-0.951, 4.577, -4.028)
F (1.120, 4.611, -3.894)
H (0.756, 10.024, -5.651)
H (-0.233, 8.610, -6.223)
H (1.495, 8.400, -5.819)
H (-0.643, 8.961, -3.897)
H (1.100, 8.820, -3.530)
C (-3.121, 4.758, 3.102)
C (-4.414, 5.248, 3.656)
O (-4.438, 6.678, 3.560)
C (-5.090, 7.344, 2.525)
O (-5.558, 6.758, 1.565)
C (-5.067, 8.874, 2.570)
F (-4.561, 9.364, 1.445)
F (-6.337, 9.361, 2.658)
F (-4.335, 9.298, 3.521)
H (-3.113, 5.188, 2.100)
H (-2.990, 3.687, 2.947)
H (-2.280, 5.086, 3.713)
H (-4.594, 4.971, 4.694)
H (-5.209, 4.797, 3.062)
C (-1.767, -3.388, -5.413)
C (-0.503, -2.556, -5.458)
O (-0.421, -1.525, -6.440)
C (0.721, -0.929, -6.764)
O (1.837, -1.240, -6.337)
C (0.640, 0.358, -7.657)
F (-0.601, 1.010, -7.719)
F (1.506, 1.212, -7.066)
F (1.099, 0.013, -8.849)
H (-2.052, -3.763, -6.396)
H (-2.697, -2.837, -5.272)
H (-1.686, -4.173, -4.662)
H (0.379, -3.165, -5.657)
H (-0.257, -2.348, -4.416)
C (2.876, -6.789, -0.923)
C (2.010, -7.502, 0.153)
O (2.718, -8.437, 0.911)
C (3.643, -8.104, 1.849)
O (4.124, -6.943, 2.116)
C (4.066, -9.300, 2.743)
F (3.711, -10.466, 2.249)
F (5.396, -9.330, 2.837)
F (3.515, -9.126, 3.932)
H (3.079, -7.171, -1.924)
H (3.820, -6.477, -0.476)
H (2.402, -5.825, -1.108)
H (1.141, -7.958, -0.322)
H (1.687, -6.700, 0.817)
C (-1.474, -4.372, 5.525)
C (0.004, -4.042, 5.636)
O (0.193, -3.380, 6.840)
C (1.318, -2.651, 7.027)
O (2.048, -2.307, 6.056)
C (1.592, -2.233, 8.458)
F (0.601, -2.652, 9.296)
F (2.758, -2.633, 8.920)
F (1.583, -0.945, 8.373)
H (-1.685, -4.887, 4.588)
H (-2.194, -3.558, 5.610)
H (-1.775, -5.063, 6.313)
H (0.333, -3.583, 4.703)
H (0.583, -4.964, 5.684)

# 3
Molecular formula: C25H42N2O25S6
Method: DFT, wB97M-V/def2-TZVPD

HOMO ... -0.31889 hartree
Orbital gap ... 8.8 eV
Multiplicity ... 1
Structure (SMILES) ... C[C@H]1OS(=O)(=O)C[C@H](CCOC=O)[C@]1(CCN)c1cccnc1.O=S1(=O)OCCO1.O=S1(=O)OCCO1.O=S1(=O)OCCO1.O=S1(=O)OCCO1.O=S1(=O)OCCO1

CARTESIAN COORDINATES (ANGSTROEM)
C (1.159, 3.900, -3.152)
C (0.270, 2.594, -2.813)
O (-0.132, 1.856, -3.999)
S (1.036, 0.863, -4.602)
O (0.376, -0.148, -5.464)
O (1.998, 1.615, -5.428)
C (2.009, -0.031, -3.307)
C (2.344, 1.100, -2.191)
C (3.377, 0.624, -1.082)
C (4.283, -0.629, -1.492)
O (4.969, -1.044, -0.249)
C (6.288, -0.484, -0.228)
O (7.233, -1.236, -0.398)
C (0.944, 1.665, -1.674)
C (1.205, 2.490, -0.302)
C (-0.047, 3.349, 0.183)
N (-0.084, 4.752, -0.324)
C (-0.111, 0.520, -1.259)
C (-1.615, 0.677, -1.559)
C (-2.438, -0.486, -1.093)
C (-1.910, -1.687, -0.371)
N (-0.557, -1.787, -0.083)
C (0.239, -0.748, -0.531)
H (1.589, 4.385, -2.230)
H (0.486, 4.595, -3.760)
H (2.017, 3.633, -3.861)
H (-0.697, 3.050, -2.403)
H (1.492, -0.938, -2.881)
H (2.945, -0.402, -3.837)
H (2.910, 1.892, -2.799)
H (4.116, 1.488, -0.926)
H (2.952, 0.398, -0.063)
H (3.701, -1.537, -1.828)
H (5.117, -0.322, -2.205)
H (6.522, 0.609, -0.024)
H (1.457, 1.797, 0.571)
H (2.055, 3.209, -0.523)
H (-1.040, 2.831, -0.014)
H (0.041, 3.423, 1.327)
H (-1.021, 4.868, -0.734)
H (-0.038, 5.396, 0.465)
H (-2.068, 1.547, -2.099)
H (-3.556, -0.447, -1.292)
H (-2.601, -2.541, -0.048)
H (1.350, -0.888, -0.307)
O (5.643, -2.725, 0.190)
S (4.859, -3.475, 1.112)
O (3.693, -2.947, 1.741)
O (5.844, -4.065, 2.261)
C (5.750, -5.489, 2.288)
C (5.383, -5.894, 0.870)
O (4.470, -4.892, 0.423)
H (4.962, -5.766, 2.994)
H (6.695, -5.926, 2.611)
H (4.922, -6.881, 0.826)
H (6.258, -5.872, 0.213)
O (5.843, 3.151, 1.081)
S (4.806, 3.038, 2.054)
O (3.478, 3.490, 1.820)
O (5.341, 3.685, 3.438)
C (5.297, 2.703, 4.475)
C (5.472, 1.370, 3.770)
O (4.741, 1.499, 2.550)
H (4.320, 2.767, 4.963)
H (6.081, 2.889, 5.209)
H (5.094, 0.535, 4.359)
H (6.521, 1.191, 3.518)
O (-1.823, 5.827, 1.359)
S (-2.870, 5.716, 2.323)
O (-4.195, 6.169, 2.076)
O (-2.348, 6.365, 3.711)
C (-2.402, 5.384, 4.748)
C (-2.219, 4.050, 4.047)
O (-2.939, 4.177, 2.820)
H (-3.382, 5.449, 5.228)
H (-1.624, 5.570, 5.489)
H (-2.603, 3.215, 4.633)
H (-1.168, 3.871, 3.805)
O (-4.398, -3.423, -0.864)
S (-5.195, -4.172, 0.056)
O (-6.371, -3.643, 0.659)
O (-4.214, -4.747, 1.219)
C (-4.299, -6.171, 1.255)
C (-4.648, -6.587, -0.164)
O (-5.563, -5.592, -0.628)
H (-5.092, -6.448, 1.955)
H (-3.354, -6.601, 1.589)
H (-5.102, -7.576, -0.208)
H (-3.767, -6.563, -0.811)
O (-7.641, -2.692, -0.195)
S (-8.454, -2.968, -1.338)
O (-9.120, -4.214, -1.525)
O (-7.586, -2.640, -2.665)
C (-8.261, -1.657, -3.452)
C (-9.067, -0.833, -2.462)
O (-9.547, -1.774, -1.503)
H (-8.915, -2.176, -4.157)
H (-7.542, -1.052, -4.003)
H (-9.896, -0.308, -2.935)
H (-8.432, -0.112, -1.939)

# 4
Molecular formula: C25H42O8PPb
Method: DFT, wB97M-V/def2-TZVPD

HOMO ... -0.37429 hartree
Orbital gap ... 7.2 eV
Multiplicity ... 1
Total charge ... +1

CARTESIAN COORDINATES (ANGSTROEM)
Pb (1.034, -0.497, -0.007)
C (2.629, -3.740, 0.190)
C (3.773, -2.872, 0.688)
O (3.253, -1.564, 1.022)
C (4.339, -0.700, 1.435)
C (4.045, 0.757, 1.129)
O (3.316, 0.935, -0.126)
C (4.117, 1.137, -1.337)
C (3.537, 0.379, -2.564)
O (3.486, -1.044, -2.182)
C (2.654, -1.959, -2.856)
C (2.728, -3.297, -2.121)
O (2.004, -3.168, -0.953)
H (1.868, -3.866, 0.960)
H (2.928, -4.858, 0.053)
H (4.530, -2.729, -0.064)
H (4.254, -3.273, 1.585)
H (5.233, -1.107, 0.893)
H (4.470, -0.892, 2.493)
H (5.063, 1.271, 1.064)
H (3.458, 1.233, 1.947)
H (5.188, 0.771, -1.151)
H (4.172, 2.136, -1.677)
H (4.174, 0.509, -3.478)
H (2.542, 0.754, -2.709)
H (2.961, -2.171, -3.860)
H (1.613, -1.617, -2.927)
H (3.779, -3.540, -1.978)
H (2.338, -4.061, -2.782)
C (-1.562, -2.115, -3.108)
C (-2.545, -2.356, -1.903)
C (-3.983, -2.360, -2.351)
P (-1.954, -1.356, -0.451)
C (-3.112, 0.115, -0.304)
C (-2.862, 1.073, -1.437)
C (-4.594, -0.010, 0.000)
C (-2.398, -2.320, 1.059)
C (-2.368, -1.458, 2.301)
C (-3.692, -3.121, 0.943)
H (-2.035, -2.554, -4.016)
H (-0.578, -2.543, -2.901)
H (-1.463, -1.044, -3.420)
H (-2.220, -3.375, -1.587)
H (-4.295, -1.428, -2.817)
H (-4.659, -2.525, -1.463)
H (-4.101, -3.213, -3.083)
H (-2.692, 0.593, 0.544)
H (-3.383, 0.672, -2.332)
H (-1.803, 1.257, -1.610)
H (-3.401, 2.034, -1.132)
H (-5.179, -0.416, -0.849)
H (-4.965, 1.011, 0.130)
H (-4.808, -0.557, 0.925)
H (-1.559, -2.991, 1.163)
H (-3.334, -1.002, 2.504)
H (-1.599, -0.660, 2.101)
H (-2.044, -2.074, 3.163)
H (-4.568, -2.488, 0.817)
H (-3.816, -3.622, 1.910)
H (-3.653, -3.925, 0.143)
O (0.333, 1.792, -0.304)
C (0.139, 1.968, 0.960)
O (0.388, 1.028, 1.814)
C (-0.311, 3.297, 1.420)
C (-1.087, 4.151, 0.601)
C (-1.181, 5.546, 0.923)
C (-0.648, 5.884, 2.189)
O (-0.415, 7.156, 2.714)
C (0.183, 6.994, 4.018)
O (0.462, 5.592, 4.112)
C (-0.023, 4.978, 2.986)
C (0.135, 3.656, 2.684)
H (-1.691, 3.788, -0.206)
H (-1.654, 6.216, 0.201)
H (-0.673, 7.260, 4.688)
H (1.090, 7.563, 4.249)
H (0.691, 2.961, 3.323)

# 5
Molecular formula: C25H43CdCl3N5O4Si
Method: DFT, wB97M-V/def2-TZVPD

HOMO ... -0.15459 hartree
Orbital gap ... 6.7 eV
Multiplicity ... 1
Total charge ... -1

CARTESIAN COORDINATES (ANGSTROEM)
C (-0.426, 4.054, -1.347)
C (-1.613, 3.284, -0.878)
H (-0.691, 5.107, -1.495)
H (-0.038, 3.636, -2.288)
H (0.379, 3.991, -0.609)
C (-2.861, 3.520, -1.308)
C (-3.240, 4.484, -2.387)
H (-3.709, 3.007, -0.843)
H (-2.461, 4.547, -3.160)
H (-3.418, 5.503, -2.011)
H (-4.174, 4.152, -2.860)
Cd (1.247, -0.255, 0.345)
Cl (2.586, 1.263, 1.763)
Cl (1.434, -1.890, -1.573)
H (4.320, -5.076, 2.295)
H (6.082, -3.343, 3.326)
C (4.197, -4.335, 1.495)
C (5.846, -2.751, 2.429)
N (4.484, -2.997, 1.989)
H (3.178, -4.368, 1.109)
C (3.546, -2.034, 2.008)
O (2.384, -2.188, 1.602)
H (5.935, -1.684, 2.662)
H (3.883, -1.056, 2.403)
H (4.909, -4.588, 0.699)
H (6.551, -3.026, 1.631)
H (-0.957, 0.658, -3.051)
H (-3.225, 1.279, -2.151)
C (-1.247, -0.382, -3.236)
C (-3.524, 0.355, -2.666)
N (-2.474, -0.642, -2.507)
H (-0.453, -1.047, -2.870)
C (-2.769, -1.904, -2.060)
O (-1.989, -2.853, -2.070)
H (-4.455, -0.019, -2.224)
H (-3.813, -1.970, -1.678)
H (-1.409, -0.528, -4.317)
H (-3.682, 0.593, -3.728)
O (-0.675, 1.132, -0.650)
C (-1.306, 2.081, 0.047)
C (-3.221, 0.397, 0.515)
C (-2.584, 1.603, 0.799)
H (-2.765, -0.277, -0.216)
C (-4.431, 0.090, 1.142)
H (-0.618, 2.475, 0.830)
C (-3.112, 2.474, 1.746)
H (-4.939, -0.847, 0.894)
C (-4.976, 0.982, 2.073)
C (-4.306, 2.169, 2.397)
H (-2.560, 3.396, 1.946)
H (-5.929, 0.749, 2.554)
H (-4.698, 2.863, 3.145)
Si (3.942, 0.897, -2.126)
Cl (1.902, 1.399, -1.720)
C (4.000, -0.582, -3.260)
C (4.918, 0.456, -0.594)
C (4.577, 2.482, -2.894)
H (3.393, -1.405, -2.852)
H (5.040, -0.926, -3.357)
H (3.618, -0.351, -4.261)
H (4.150, 2.636, -3.895)
H (5.671, 2.446, -2.988)
H (4.313, 3.351, -2.272)
H (4.266, 0.247, 0.265)
H (5.564, 1.294, -0.298)
H (5.549, -0.427, -0.771)
C (-2.216, -0.525, 4.500)
N (-1.702, -1.350, 3.423)
C (-2.135, -2.623, 3.259)
C (-1.714, -3.352, 2.194)
C (-0.791, -2.745, 1.290)
N (-0.373, -1.491, 1.475)
C (-0.838, -0.730, 2.509)
O (-0.548, 0.464, 2.651)
N (-0.321, -3.476, 0.272)
H (-1.406, 0.091, 4.896)
H (-2.605, -1.193, 5.269)
H (-3.024, 0.126, 4.141)
H (-2.807, -2.998, 4.028)
H (-2.019, -4.373, 2.003)
H (-0.963, -4.119, -0.169)
H (0.346, -3.012, -0.383)